Run 1
# C4H10NO2

A structure of composition C4H10NO2 (wB97M-V/def2-TZVPD, OMol25).

Computed properties:
Total charge ... -1
E_LUMO ... 0.14273 Ha

Element x y z (Å)
C  -0.0427  0.6953  0.0520
C  -1.3030  0.0783  -0.4872
C  -2.3586  -0.6944  0.6824
O  -1.8529  -1.4515  1.6343
N  1.0826  -0.1312  0.5723
C  2.5275  -0.0312  -0.6792
O  3.6101  0.4749  -0.4329
H  0.4290  1.5070  -0.6823
H  -0.2294  1.4491  0.9489
H  -1.9305  0.8240  -0.9487
H  -1.1465  -0.5194  -1.3390
H  -2.9451  0.3646  0.8508
H  -3.0171  -1.2666  -0.0100
H  0.9589  -0.9049  1.1861
H  1.7016  0.2449  1.1904
H  2.5320  -1.1222  -1.0349
H  1.9843  0.4832  -1.5030

***

Run 2
# C4H10NO2

A cluster of 2 separate species, C4H10NO2 in total (wB97M-V/def2-TZVPD, OMol25).

Computed properties:
Total charge ... -1
E_LUMO ... 0.15002 Ha

Element x y z (Å)
C  -1.7466  -0.6531  0.9721
C  -0.7645  -0.6166  -1.3036
C  -0.5902  1.4292  0.1206
C  -1.0972  0.0244  -0.2028
N  2.6804  -0.5561  -0.2619
O  3.0322  0.3105  0.7844
O  0.7223  1.5251  0.2033
H  -2.3227  0.0858  1.3376
H  -2.3680  -1.3988  0.5775
H  -0.9108  -0.9690  1.5705
H  -0.0702  -0.1193  -1.9783
H  -0.9296  -1.7556  -1.3198
H  2.2624  0.9034  0.6973
H  -1.1548  2.1042  -0.7574
H  -1.0215  1.9122  1.0517
H  1.7573  -0.8980  -0.0313
H  2.4066  0.0983  -1.0466

***

Run 3
# C4H10NO2

A cluster of 2 separate species, C4H10NO2 in total (wB97M-V/def2-TZVPD, OMol25).

Computed properties:
Total charge ... -1
E_LUMO ... 0.14878 Ha

Element x y z (Å)
C  1.6777  -0.2447  -1.8716
N  1.3184  -1.2389  -0.8780
C  1.7711  -0.8876  0.4505
O  1.3542  0.3807  0.9625
H  1.0934  0.6783  -1.7441
H  1.5306  -0.6292  -2.8839
H  2.7335  0.0253  -1.7631
H  0.3019  -1.2519  -0.8120
H  2.8653  -0.9154  0.4526
H  1.3803  -1.6499  1.1363
C  -3.3094  0.9848  1.0379
C  -2.2330  0.8943  0.2150
O  -1.2359  0.0741  0.2605
H  -3.9331  1.8659  0.9700
H  -3.5591  0.2263  1.7713
H  -2.1810  1.6527  -0.5925
H  0.3736  0.4727  0.7567

***

Run 4
# C4H10NO2

A structure of composition C4H10NO2 (wB97M-V/def2-TZVPD, OMol25).

Computed properties:
Total charge ... -1
E_LUMO ... 0.15584 Ha

Element x y z (Å)
C  1.1768  1.5547  0.3885
C  -0.0263  0.7344  -0.0752
C  0.3912  -0.0944  -1.3558
O  0.4002  -1.4500  -1.1456
N  -0.4054  -0.0965  1.0115
C  -1.4177  -1.0553  0.7431
O  -0.9310  -2.3100  0.4066
H  1.5247  2.1072  -0.4861
H  1.9990  0.8863  0.6551
H  0.9683  2.1746  1.2543
H  -0.7938  1.4939  -0.2582
H  -0.3445  0.1375  -2.1545
H  1.3747  0.2855  -1.6722
H  -0.2151  -2.0408  -0.2743
H  0.4459  -0.5598  1.3553
H  -2.0687  -1.1056  1.6266
H  -2.0782  -0.6618  -0.0191

***

Most stable to least stable, the ends of the list are run 3 and run 1.

***

Run 1
# C4H10NO2

A cluster of 2 separate species, C4H10NO2 in total (wB97M-V/def2-TZVPD, OMol25).

Computed properties:
Total charge ... -1
E_LUMO ... 0.14586 Ha

Element x y z (Å)
C  -0.0463  2.0889  -1.0380
O  -0.8831  1.0313  -1.2540
C  0.1091  2.4593  0.4885
H  -0.3235  2.9968  -1.6342
H  0.9992  1.8373  -1.3434
H  0.8860  3.2133  0.6426
H  0.4705  1.5287  0.9605
H  -0.8704  2.7087  0.9663
O  1.6884  -1.4199  1.4418
C  0.5498  -1.7734  1.1554
C  -0.4532  -1.0544  0.2857
N  -0.8507  -1.7822  -0.8566
H  0.1832  -2.7506  1.5942
H  -1.3575  -0.8183  0.9162
H  -0.0838  -0.0395  -0.1155
H  -1.2544  -1.0925  -1.5473
H  -0.0937  -2.3224  -1.2960

***

Run 2
# C4H10NO2

A structure of composition C4H10NO2 (wB97M-V/def2-TZVPD, OMol25).

Computed properties:
Total charge ... -1
E_LUMO ... 0.14768 Ha

Element x y z (Å)
C  0.2008  -0.9073  -0.7079
O  2.6513  0.9717  -0.2003
C  -1.2353  -1.2263  -0.7405
C  -0.1443  -0.2398  0.7263
C  -0.3276  1.2923  0.5815
O  0.7675  2.0401  0.9066
N  -1.7809  -2.2786  -0.2601
H  0.5109  -0.0156  -1.2293
H  0.8146  -1.7899  -0.7830
H  -1.8451  -0.8492  -1.5774
H  -0.7971  -0.6861  1.4624
H  0.7240  -0.3866  1.3946
H  -0.7031  1.4609  -0.4590
H  -1.2053  1.6027  1.1887
H  1.7642  1.5313  0.3493
H  -2.7763  -2.0720  -0.2338
H  3.3817  1.5524  -0.4182

***

Most stable to least stable, the ends of the list are run 1 and run 2.

***

Run 1
# C2H5BrO

A cluster of 2 separate species, C2H5BrO in total (wB97M-V/def2-TZVPD, OMol25).

Computed properties:
Total charge ... 0
E_LUMO (spin up / spin down) ... 0.01944 / -0.01965 Ha

Element x y z (Å)
C  -0.2951  0.5336  0.5960
C  0.7931  -0.3720  0.1302
O  0.5702  -1.6766  0.2626
Br  2.5838  0.2048  0.2663
H  0.0533  1.5594  0.6578
H  -1.1335  0.4878  -0.0954
H  -0.6611  0.2081  1.5736
H  0.2256  -0.1445  -2.4163
H  1.2826  -2.2220  -0.0987

***

Run 2
# C2H5BrO

An isolated molecule of C2H5BrO (wB97M-V/def2-TZVPD, OMol25).

Computed properties:
Total charge ... 0
E_LUMO ... 0.03091 Ha
Structure (SMILES) ... C[C@H](O)Br

Element x y z (Å)
C  0.9828  0.4936  0.2286
C  -0.2582  -0.2819  -0.1961
O  -1.5617  0.4878  -0.3023
Br  -0.5354  -1.9437  0.9112
H  1.1608  1.2690  -0.5086
H  0.7991  1.0818  1.1381
H  1.8699  -0.1873  0.2583
H  -0.1171  -0.7722  -1.1271
H  -2.3402  -0.1470  -0.4018

***

Most stable to least stable, the ends of the list are run 2 and run 1.

***

Run 1
# C6H9N3O2

A structure of composition C6H9N3O2 (wB97M-V/def2-TZVPD, OMol25).

Computed properties:
Total charge ... 0
E_LUMO ... -0.00598 Ha

Element x y z (Å)
C  -2.1539  0.7364  0.4841
C  -1.1474  1.7867  0.1086
C  -1.6958  -0.4821  0.6271
C  0.0630  1.4849  -0.2101
C  -0.2377  -0.7357  0.8360
C  0.5700  0.1311  -0.0712
N  0.1427  -2.1744  0.5579
N  0.7147  -0.6856  -1.7842
N  2.0404  0.1429  0.3142
O  2.3040  1.0315  1.0824
O  2.7948  -0.6562  -0.2089
H  -3.1671  1.1532  0.3120
H  -1.4986  2.8193  0.0296
H  -2.5061  -1.2809  0.9084
H  0.7805  2.3602  -0.5784
H  -0.0306  -0.4209  1.8219
H  1.1697  -2.1769  0.4972
H  -0.2126  -2.2710  -0.4314
H  1.7040  -0.8821  -1.9251
H  0.3657  0.1196  -2.3699

***

Run 2
# C6H9N3O2

An isolated molecule of C6H9N3O2 (wB97M-V/def2-TZVPD, OMol25).

Computed properties:
Total charge ... 0
E_LUMO ... 0.02216 Ha
Structure (SMILES) ... C=CC1(C)NC(=O)NC(=O)N1

Element x y z (Å)
C  -1.6083  0.9374  -1.5866
C  -1.4247  -0.2263  -0.9570
C  -0.3805  -0.2515  0.3396
C  -1.2611  -0.5238  1.5691
N  0.2856  1.0016  0.4687
C  1.6384  1.2578  0.1512
O  2.1565  2.3437  0.2292
N  2.3110  0.1888  -0.4731
C  1.8945  -1.1854  -0.1604
O  2.5815  -2.1528  -0.3694
N  0.5929  -1.3268  0.0724
H  -2.1904  0.9253  -2.5020
H  -1.2964  1.9344  -1.2453
H  -2.2099  -1.0720  -0.9920
H  -0.7611  -0.3952  2.4909
H  -1.6530  -1.4621  1.3494
H  -1.9640  0.2375  1.5356
H  -0.2327  1.6283  1.0034
H  3.2210  0.4596  -0.8221
H  0.3006  -2.3188  -0.1017

***

Most stable to least stable, the ends of the list are run 2 and run 1.

***

Run 1
# CH3BrClN

A cluster of 2 separate species, CH3BrClN in total (wB97M-V/def2-TZVPD, OMol25).

Computed properties:
Total charge ... 0
E_LUMO ... -0.04436 Ha

Element x y z (Å)
C  0.2510  -0.3957  0.3239
N  -0.2202  0.8609  0.3929
Cl  1.8232  -0.7596  0.0753
Br  -0.5147  -1.1351  -2.4023
H  -0.3756  -1.1203  1.0112
H  0.2147  1.6846  0.0377
H  -1.1784  0.8652  0.5613

***

Run 2
# CH3BrClN

An isolated molecule of CH3BrClN (wB97M-V/def2-TZVPD, OMol25).

Computed properties:
Total charge ... 0
E_LUMO ... 0.02479 Ha
Structure (SMILES) ... N[C@H](Cl)Br

Element x y z (Å)
N  0.1547  0.0102  0.3607
C  -0.9483  0.3856  -0.3190
Cl  -1.4024  2.2569  0.1235
Br  -2.5040  -0.6420  -0.0119
H  -0.0277  0.3011  1.2946
H  1.0063  0.3574  -0.0066
H  -0.8171  0.4359  -1.3290

***

Most stable to least stable, the ends of the list are run 2 and run 1.

***

Run 1
# C3H3ClO2

An isolated molecule of C3H3ClO2 (wB97M-V/def2-TZVPD, OMol25).

Computed properties:
Total charge ... 0
E_LUMO ... -0.00809 Ha
Structure (SMILES) ... C=C(Cl)C(=O)O

Element x y z (Å)
C  -0.6559  1.1346  -0.2954
C  -0.5624  -0.1718  -0.0900
Cl  -2.0181  -1.1831  0.1541
C  0.6711  -1.0548  -0.0703
O  0.7202  -2.2323  -0.3294
O  1.7646  -0.4109  0.3635
H  -1.5404  1.5104  0.1236
H  0.0717  1.9140  -0.4733
H  1.5493  0.4940  0.6171

***

Run 2
# C3H3ClO2

A cluster of 2 separate species, C3H3ClO2 in total (wB97M-V/def2-TZVPD, OMol25).

Computed properties:
Total charge ... 0
E_LUMO ... 0.01122 Ha
Structure (SMILES) ... OC#CCl.C=O

Element x y z (Å)
O  -2.6018  1.4897  0.2178
C  -2.6172  0.2268  0.5397
C  -3.0344  -0.9110  0.6492
Cl  -3.0419  -2.6079  0.8038
H  -1.7052  1.7577  0.0252
C  0.5771  -0.4071  -0.0520
O  0.3572  0.7863  -0.1052
H  -0.0515  -1.2395  -0.2859
H  1.6510  -0.6895  0.1220

***

Run 3
# C3H3ClO2

An isolated molecule of C3H3ClO2 (wB97M-V/def2-TZVPD, OMol25).

Computed properties:
Total charge ... 0
E_LUMO ... -0.00392 Ha
Structure (SMILES) ... CC(=O)C(=O)Cl

Element x y z (Å)
C  0.1208  0.8042  -0.8830
C  0.3742  0.1576  0.4581
O  1.1122  0.7656  1.2301
C  -0.2784  -1.1057  0.7099
O  0.2227  -1.9748  0.0887
Cl  -1.6092  -1.3768  1.8531
H  -0.9903  1.2030  -0.7548
H  0.1920  -0.0723  -1.6291
H  0.8561  1.5992  -1.0730

***

Most stable to least stable, the ends of the list are run 1 and run 2.

***

Run 1
# HO3P2S2

The ion HO3P2S2 with charge -1 (wB97M-V/def2-TZVPD, OMol25).

Computed properties:
Total charge ... -1
E_LUMO ... 0.12231 Ha
Structure (SMILES) ... [O-]P1#S#P1OSO

Element x y z (Å)
O  -4.8608  1.2761  0.2417
P  -3.5524  1.4634  0.9559
S  -2.3529  -0.3717  0.2440
P  -2.1095  1.3784  -0.8586
O  -0.5424  2.0809  -0.5154
S  0.8967  1.6043  -1.1080
O  1.2192  0.2275  -0.1960
H  0.4405  -0.0650  0.2620

***

Run 2
# HO3P2S2

The ion HO3P2S2 with charge -1 (wB97M-V/def2-TZVPD, OMol25).

Computed properties:
Total charge ... -1
E_LUMO (spin up / spin down) ... 0.08307 / 0.08029 Ha

Element x y z (Å)
O  -0.8060  -4.5009  0.9934
O  -0.2373  0.6887  -0.8088
O  -1.8180  -0.3140  1.8585
P  -0.6361  -3.1869  0.3729
P  -2.1445  -1.3583  0.8757
S  -1.6492  -3.0202  -1.4933
S  -1.5752  -0.8434  -1.0902
H  -0.3477  0.8380  0.1384

***

Run 3
# HO3P2S2

The ion HO3P2S2 with charge -1 (wB97M-V/def2-TZVPD, OMol25).

Computed properties:
Total charge ... -1
E_LUMO ... 0.12742 Ha
Structure (SMILES) ... O=P1=[P@]([O-])(O)SS1

Element x y z (Å)
O  0.6720  -2.4773  0.1548
P  1.3389  -1.1821  0.4976
P  -0.3643  0.5597  0.6852
O  -0.8176  1.2190  1.9028
O  -1.4867  0.5320  -0.5184
S  0.9603  1.7101  -0.4602
S  1.4676  0.0433  -1.4993
H  -1.7702  -0.4047  -0.7625

***

Most stable to least stable, the ends of the list are run 3 and run 2.

***

Run 1
# C4H11NO

A cluster of 2 separate species, C4H11NO in total (wB97M-V/def2-TZVPD, OMol25).

Computed properties:
Total charge ... +1
Multiplicity ... 2
E_LUMO (spin up / spin down) ... -0.16900 / -0.33829 Ha

Element x y z (Å)
C  0.5067  0.8909  -1.6749
C  1.8386  0.9494  -2.4648
H  0.2288  1.8958  -1.3595
H  -0.3242  0.4961  -2.2422
H  0.6382  0.2239  -0.8166
H  2.6500  0.5195  -1.8947
H  2.0548  1.9763  -2.7346
H  1.7400  0.4127  -3.4092
C  -0.9652  0.2531  1.5853
C  -1.3625  -1.1931  1.5462
O  -1.9627  -1.5904  0.5176
N  -0.8759  -2.0366  2.4253
H  0.1163  0.2619  1.6941
H  -1.3602  0.8287  2.4169
H  -1.1014  -3.0259  2.4073
H  -0.5981  -1.6629  3.3253
H  -1.2231  0.8006  0.6784

***

Run 2
# C4H11NO

A cluster of 2 separate species, C4H11NO in total (wB97M-V/def2-TZVPD, OMol25).

Computed properties:
Total charge ... +1
Multiplicity ... 2
E_LUMO (spin up / spin down) ... -0.20500 / -0.33244 Ha

Element x y z (Å)
C  1.9912  0.0879  1.0454
C  1.5100  -1.1248  0.1998
N  1.0042  -0.7861  -1.2048
H  3.0753  0.2573  0.8077
H  1.9475  -0.2482  2.1175
H  1.2592  0.9267  0.9848
H  0.6687  -1.5673  0.7089
H  2.4349  -1.8250  0.0558
H  0.0016  -0.7310  -1.2292
H  1.0703  -1.7302  -1.6941
C  -1.5334  1.8322  -0.0685
C  -2.4523  0.8082  -0.1845
O  -2.1632  -0.3417  -0.9120
H  -1.9667  2.7949  0.1996
H  -0.4295  1.6016  0.1051
H  -3.4988  0.9754  0.0764
H  -2.9190  -0.9299  -1.0079

***

Run 3
# C4H11NO

A cluster of 2 separate species, C4H11NO in total (wB97M-V/def2-TZVPD, OMol25).

Computed properties:
Total charge ... +1
Multiplicity ... 2
E_LUMO (spin up / spin down) ... -0.14997 / -0.28291 Ha

Element x y z (Å)
C  -1.7012  0.8585  -0.7574
N  -0.2594  1.0008  -0.4453
C  -0.0362  2.2237  0.3129
H  -2.2555  1.0547  0.1597
H  -1.9324  1.5884  -1.5343
H  -1.9741  -0.1545  -1.0441
H  0.2927  1.0296  -1.2946
H  -0.4843  3.0858  -0.2091
H  1.0014  2.5226  0.4420
H  -0.5298  2.2745  1.2840
C  1.1276  -3.1640  0.8934
C  1.2162  -1.9968  0.1212
O  1.3375  -0.8233  0.5925
H  0.9368  -4.0193  0.2473
H  1.4930  -3.3771  1.8886
H  1.0849  -2.0548  -0.9605
H  0.6829  -0.0489  0.3038

***

Most stable to least stable, the ends of the list are run 1 and run 2.